Run a
An isolated ion of composition C3H5BrN3 and charge +1, computed with ωB97M-V/def2-TZVPD.

Gap between HOMO and LUMO (alpha / beta): 0.33006 / 0.33155 Ha
LUMO (alpha / beta): -5.94 / -5.78 eV
HOMO (alpha / beta): -14.919 / -14.805 eV

```
! wB97M-V def2-TZVPD RIJCOSX def2/J DEFGRID3
* xyz 1 1
C 0.69774 -0.64919 1.21865
C 1.32398 -0.58043 -1.32583
C -1.29082 0.69195 0.87952
N 2.09018 -1.22320 -0.58205
N 0.15284 -0.02413 -0.87736
N -0.11946 -0.05562 0.43882
Br 1.73750 -0.26337 -3.09171
H 1.02131 -0.70361 2.33630
H -1.07446 1.71137 0.84601
H -2.01610 0.51621 0.06749
H -1.88019 0.24832 1.61653
H -0.64251 0.33168 -1.52637
*
```

***

Run b
An isolated ion of composition C3H5BrN3 and charge +1, computed with ωB97M-V/def2-TZVPD.

Gap between HOMO and LUMO (alpha / beta): 0.30056 / 0.30054 Ha
LUMO (alpha / beta): -4.64 / -4.64 eV
HOMO (alpha / beta): -12.816 / -12.815 eV

```
! wB97M-V def2-TZVPD RIJCOSX def2/J DEFGRID3
* xyz 1 1
C -0.40955 -0.75951 0.10812
C -2.82528 -0.24829 0.22376
C 1.84756 -0.03088 -0.24873
N -1.72835 -0.59865 0.22698
N 0.03915 1.37582 0.41940
N 0.43192 0.23779 0.12296
Br -4.56804 0.09334 -0.04628
H 0.10603 -1.74920 0.03609
H 2.44435 -0.16373 0.57912
H 1.67829 -0.91898 -0.85210
H 2.15135 0.75054 -1.00687
H 0.83257 2.01175 0.43754
*
```

***

Stability, highest: run b

***

Run a
A 2-piece molecular cluster, C2H6N4OS overall, computed with ωB97M-V/def2-TZVPD.

Gap between HOMO and LUMO (alpha / beta): 0.29336 / 0.29355 Ha
LUMO (alpha / beta): -0.35 / -0.35 eV
HOMO (alpha / beta): -8.336 / -8.337 eV

```
! wB97M-V def2-TZVPD RIJCOSX def2/J DEFGRID3
* xyz 0 1
C -1.30536 -0.42356 -0.62281
C -1.78988 0.75199 0.21613
N -0.58089 -0.28695 -1.62541
N 0.03509 -0.14372 -2.58750
N 1.51920 -0.46413 0.91521
N 2.13723 -0.89764 -0.19890
O 1.03463 0.81960 2.93208
S 1.97491 0.77659 1.79148
H -1.64337 -1.37458 -0.47106
H -1.25373 0.68119 1.21702
H -2.86979 0.63970 0.31284
H -1.64651 1.76695 -0.27853
H 2.75054 -0.24505 -0.78048
H 1.63792 -1.60039 -0.82006
*
```

***

Run b
One molecule with the formula C2H6N4OS, computed with ωB97M-V/def2-TZVPD.

Gap between HOMO and LUMO: 0.32177 Ha
LUMO: -0.13 eV
HOMO: -8.883 eV
Structure (SMILES): N/N=C(\NN)C(=O)S

```
! wB97M-V def2-TZVPD RIJCOSX def2/J DEFGRID3
* xyz 0 1
C 0.04232 -0.03694 -0.46806
C 0.57163 0.03609 -1.85540
H 1.29724 1.36828 1.30276
H 0.34716 0.32959 2.20420
H 1.99724 -0.54410 0.15081
H -0.77874 -0.68981 1.72185
H -2.57753 -0.44374 1.37256
H -1.65491 0.00550 -2.43912
N 1.21197 0.47379 1.60774
N 1.07788 -0.36288 0.48853
N -1.25656 -0.15229 -0.14332
N -1.55370 -0.17829 1.17439
O 1.82439 0.13242 -1.84038
S -0.54841 0.06239 -3.27657
*
```

***

Stability, highest: run b

***

Run a
One molecule with the formula C3H4FNS, computed with ωB97M-V/def2-TZVPD.

Gap between HOMO and LUMO: 0.31485 Ha
LUMO: -0.12 eV
HOMO: -8.689 eV
Structure (SMILES): C=C(F)C(N)=S

```
! wB97M-V def2-TZVPD RIJCOSX def2/J DEFGRID3
* xyz 0 1
C 0.35392 0.32104 0.10228
C -0.97207 -0.32134 0.05254
C -1.22027 -1.56834 0.13253
H 1.22866 2.22845 0.05554
H -0.58234 2.21441 0.19975
H -2.17460 -2.04561 0.03703
H -0.30556 -2.14595 0.47602
N 0.35018 1.70066 0.16939
F -1.94542 0.60128 -0.22090
S 1.74511 -0.50973 -0.10563
*
```

***

Run b
One molecule with the formula C3H4FNS, computed with ωB97M-V/def2-TZVPD.

Gap between HOMO and LUMO: 0.30948 Ha
LUMO: -0.07 eV
HOMO: -8.492 eV
Structure (SMILES): C=C(F)C(N)=S

```
! wB97M-V def2-TZVPD RIJCOSX def2/J DEFGRID3
* xyz 0 1
C -0.19228 0.50739 -0.58573
C 0.34872 -0.44346 0.38997
C 0.79241 -0.03866 1.59735
H -1.66009 0.50026 -2.15711
H -1.02334 -1.18110 -1.39803
H 1.05509 -0.87088 2.25147
H 0.76874 1.04070 2.04946
N -0.82933 -0.10716 -1.56871
F 0.75387 -1.55499 -0.20600
S -0.01379 2.14790 -0.37268
*
```

***

Stability, highest: run a

***

Run a
A 2-piece molecular cluster, C6H15NS overall, computed with ωB97M-V/def2-TZVPD.

Gap between HOMO and LUMO: 0.28744 Ha
LUMO: -1.08 eV
HOMO: -8.904 eV

```
! wB97M-V def2-TZVPD RIJCOSX def2/J DEFGRID3
* xyz 0 1
C -1.64957 -1.05813 -0.50026
C -1.28898 -0.46212 -1.87366
S -2.30505 -1.16174 -3.22222
C -0.92729 -0.40353 0.65452
N 0.47221 -0.71257 0.64620
C 2.49585 0.10403 1.38718
C 1.11094 0.52704 0.96787
C 1.05412 1.56909 -0.16511
H -2.64290 -0.92767 -0.16372
H -1.54304 -2.14524 -0.48390
H -0.20015 -0.60441 -1.96652
H -1.41373 0.61294 -1.90630
H -3.56814 -0.42241 -1.74858
H -1.00883 0.68433 0.54954
H -1.51006 -0.60924 1.62567
H 0.68235 -1.36420 1.46370
H 2.41626 -0.56865 2.25951
H 2.72852 -0.45711 0.48592
H 3.19329 0.94853 1.45897
H 0.61686 1.00790 1.80595
H 1.46334 2.48549 0.28716
H 0.09031 1.81135 -0.63445
H 1.73371 1.14629 -0.92747
*
```

***

Run b
One molecule with the formula C6H15NS, computed with ωB97M-V/def2-TZVPD.

Gap between HOMO and LUMO: 0.35534 Ha
LUMO: 0.91 eV
HOMO: -8.758 eV
Structure (SMILES): CCN[C@H](C)CCS

```
! wB97M-V def2-TZVPD RIJCOSX def2/J DEFGRID3
* xyz 0 1
C 0.46053 1.05983 1.34765
N -0.85755 0.71047 0.85832
C -0.79435 0.40389 -0.72981
C -0.09339 -0.87544 -1.14474
C 1.39008 -0.90490 -1.04204
S 2.13573 -2.18949 -2.18104
C -2.28235 0.29837 -1.08516
C 0.67072 0.67329 2.83378
H 1.24880 0.57816 0.76665
H 0.43730 2.16549 1.21843
H -1.31250 -0.10994 1.23347
H -0.16095 1.21055 -1.14151
H -0.48741 -1.67192 -0.43990
H -0.55053 -1.36450 -2.02701
H 1.87606 0.06344 -1.29131
H 1.73562 -1.20244 -0.06285
H 2.33233 -1.45365 -3.26052
H -2.73142 -0.27936 -0.25399
H -2.75271 1.27057 -1.00290
H -2.49724 0.01503 -2.11364
H 0.68665 1.47908 3.55523
H 1.66119 0.19333 2.91531
H -0.11459 -0.06986 3.04757
*
```

***

Stability, highest: run b